(1)
{"formula": "C22H18N4O2S", "method": "ωB97M-V/def2-TZVPD", "elements": ["C", "O", "C", "C", "C", "C", "C", "C", "N", "N", "C", "S", "C", "C", "C", "C", "C", "C", "N", "C", "C", "N", "C", "C", "C", "C", "C", "O", "C", "H", "H", "H", "H", "H", "H", "H", "H", "H", "H", "H", "H", "H", "H", "H", "H", "H", "H"], "positions_angstrom": [[2.738, 5.295, -0.397], [3.823, 4.532, 0.080], [3.689, 3.183, 0.140], [4.808, 2.477, 0.592], [4.777, 1.102, 0.670], [3.636, 0.397, 0.321], [2.510, 1.093, -0.105], [1.282, 0.427, -0.502], [0.494, 0.852, -1.455], [-0.542, 0.012, -1.571], [-0.389, -0.921, -0.670], [-1.442, -2.267, -0.379], [-2.839, -1.763, -1.463], [-3.677, -0.731, -0.787], [-3.510, 0.617, -1.090], [-4.263, 1.576, -0.441], [-5.195, 1.192, 0.523], [-5.967, 2.170, 1.191], [-6.592, 2.963, 1.734], [-5.364, -0.158, 0.833], [-4.606, -1.107, 0.180], [0.752, -0.715, 0.053], [1.205, -1.523, 1.148], [1.954, -2.727, 0.661], [2.480, -3.033, -0.559], [3.067, -4.316, -0.420], [2.853, -4.687, 0.869], [2.178, -3.731, 1.532], [2.541, 2.485, -0.205], [3.077, 6.329, -0.381], [2.471, 5.015, -1.420], [1.861, 5.191, 0.249], [5.691, 3.035, 0.863], [5.654, 0.565, 1.001], [3.644, -0.681, 0.343], [-2.390, -1.391, -2.381], [-3.392, -2.685, -1.642], [-2.774, 0.907, -1.823], [-4.134, 2.623, -0.673], [-6.087, -0.450, 1.581], [-4.728, -2.153, 0.422], [1.834, -0.907, 1.801], [0.332, -1.858, 1.723], [2.454, -2.430, -1.444], [3.574, -4.874, -1.180], [3.118, -5.568, 1.418], [1.654, 2.980, -0.563]], "mulliken_charge": [-0.809, -0.448, 0.716, -0.584, -0.784, -0.459, 0.088, 0.476, -0.811, -0.312, 0.401, -0.119, -1.315, 0.642, -0.063, -0.860, 0.557, 0.064, -0.495, -0.728, -0.446, 0.325, -1.722, 0.630, -0.008, -0.788, -0.488, -0.403, -0.321, 0.229, 0.339, 0.328, 0.445, 0.407, 0.419, 0.446, 0.552, 0.435, 0.448, 0.442, 0.410, 0.545, 0.505, 0.629, 0.429, 0.506, 0.550], "e_homo_ev": -8.342, "energy_ev": -43995.6007, "total_charge": 0, "de_lowest_kj_mol": 0.00}

***

(2)
{"formula": "C22H18N5O3Ti", "method": "ωB97M-V/def2-TZVPD", "elements": ["Ti", "C", "C", "N", "C", "C", "C", "C", "C", "C", "C", "N", "C", "C", "C", "C", "C", "C", "C", "C", "N", "C", "H", "H", "H", "H", "H", "H", "H", "H", "H", "H", "H", "H", "N", "C", "C", "O", "N", "C", "C", "O", "O", "H", "H", "H", "H", "H", "H"], "positions_angstrom": [[-0.415, -1.027, -0.233], [-1.943, -1.596, 3.910], [-1.360, -1.834, 2.654], [-0.974, -0.855, 1.865], [-1.115, 0.443, 2.262], [-1.682, 0.767, 3.508], [-2.107, -0.305, 4.325], [-1.771, 2.125, 3.896], [-1.282, 3.080, 3.054], [-0.706, 2.762, 1.806], [-0.605, 1.453, 1.369], [-0.042, 0.963, 0.208], [0.998, 1.581, -0.472], [1.188, 2.911, -0.770], [2.350, 3.345, -1.452], [3.323, 2.478, -1.847], [3.158, 1.093, -1.592], [4.101, 0.106, -1.952], [3.858, -1.208, -1.664], [2.651, -1.557, -1.037], [1.752, -0.660, -0.694], [1.995, 0.658, -0.936], [-2.246, -2.433, 4.523], [-1.198, -2.837, 2.275], [-2.552, -0.085, 5.288], [-2.209, 2.382, 4.851], [-1.332, 4.123, 3.341], [-0.337, 3.574, 1.203], [0.442, 3.648, -0.522], [2.456, 4.402, -1.661], [4.212, 2.823, -2.359], [5.014, 0.405, -2.453], [4.565, -1.984, -1.920], [2.421, -2.592, -0.813], [-2.511, -0.324, -0.743], [-2.519, -0.140, -2.214], [-1.781, -1.317, -2.858], [-2.168, -1.787, -3.918], [-0.744, -1.721, -2.100], [-0.146, -3.012, -2.375], [0.177, -3.706, -1.046], [0.664, -4.812, -1.013], [-0.084, -2.976, 0.027], [-3.213, -1.013, -0.486], [-2.746, 0.537, -0.260], [-1.989, 0.787, -2.440], [-3.523, -0.082, -2.630], [0.788, -2.932, -2.941], [-0.813, -3.647, -2.962]], "mulliken_spin": [0.987, -0.007, 0.030, -0.032, 0.017, -0.007, 0.015, 0.002, -0.002, -0.001, 0.019, 0.004, 0.017, 0.008, -0.001, 0.002, 0.001, 0.006, -0.002, 0.007, -0.007, -0.043, 0.000, 0.001, 0.001, 0.000, 0.000, 0.000, 0.000, 0.000, 0.000, 0.000, 0.000, -0.002, -0.006, -0.006, 0.000, -0.002, -0.012, 0.010, 0.002, -0.002, -0.004, 0.004, 0.003, 0.002, 0.002, -0.002, 0.000], "e_homo_ev": [-7.423, -7.691], "energy_ev": -59819.7132, "total_charge": 0, "s_squared": 0.753, "multiplicity": 2}

***

(3)
{"formula": "C22H18N6O", "method": "ωB97M-V/def2-TZVPD", "elements": ["N", "C", "C", "C", "C", "C", "C", "N", "N", "C", "C", "C", "C", "C", "C", "C", "O", "C", "C", "C", "N", "C", "C", "N", "C", "C", "C", "C", "N", "H", "H", "H", "H", "H", "H", "H", "H", "H", "H", "H", "H", "H", "H", "H", "H", "H", "H"], "positions_angstrom": [[-6.472, -5.711, -5.248], [-5.894, -5.166, -4.402], [-5.103, -4.524, -3.379], [-3.829, -4.055, -3.696], [-3.067, -3.385, -2.737], [-3.577, -3.263, -1.475], [-2.867, -2.673, -0.366], [-3.325, -2.627, 0.873], [-2.431, -1.936, 1.661], [-1.378, -1.575, 0.887], [-1.562, -1.949, -0.373], [-0.402, -1.732, -1.291], [0.472, -0.967, -0.273], [1.701, -0.381, -0.470], [2.275, 0.321, 0.610], [1.692, 0.361, 1.905], [2.291, 0.940, 3.033], [3.343, 1.925, 2.873], [2.740, 3.320, 3.064], [1.884, 3.815, 1.887], [2.711, 4.096, 0.686], [3.595, 5.125, 0.495], [3.881, 5.126, -0.831], [3.093, 4.202, -1.501], [2.433, 3.553, -0.582], [0.441, -0.267, 2.092], [-0.127, -0.908, 0.990], [-4.877, -3.803, -1.182], [-5.626, -4.379, -2.146], [-3.458, -4.287, -4.687], [-2.045, -3.075, -2.928], [-2.523, -1.672, 2.653], [0.011, -2.707, -1.608], [-0.662, -1.141, -2.164], [2.246, -0.465, -1.424], [3.246, 0.738, 0.399], [4.092, 1.737, 3.676], [3.890, 1.852, 1.949], [3.565, 4.038, 3.278], [2.130, 3.242, 3.918], [1.112, 3.074, 1.607], [1.402, 4.763, 2.228], [3.990, 5.808, 1.271], [4.570, 5.835, -1.329], [1.721, 2.790, -0.827], [-0.054, -0.300, 3.038], [-5.246, -3.711, -0.154]], "mulliken_charge": [-0.471, 0.202, 0.298, -0.555, -0.247, 0.340, 0.035, -0.799, -0.004, -0.561, 1.135, -0.637, -0.073, -0.860, -0.161, 0.590, -0.464, -0.434, -0.690, -0.670, 0.285, -0.165, -0.463, -0.648, -0.160, -1.059, 0.723, -0.276, -0.630, 0.391, 0.363, 0.218, 0.332, 0.363, 0.399, 0.350, 0.325, 0.181, 0.386, 0.415, 0.371, 0.304, 0.317, 0.347, 0.446, 0.453, 0.458], "e_homo_ev": -8.611, "energy_ev": -34092.3675, "total_charge": 0, "de_lowest_kj_mol": 108.81}